Record 1
A structure of composition C28H34ClN7P2S3Tl. Source: the OMol25 dataset; level of theory: ωB97M-V/def2-TZVPD.

Last column: Löwdin charge in e.
CARTESIAN COORDINATES (ANGSTROEM)
Tl 0.53 -0.28 -0.16  0.359
N -0.88 -3.15 -3.37  0.077
C -0.81 -2.31 -2.31  -0.855
S 0.52 -2.63 -1.21  0.638
N -1.71 -1.37 -2.26  0.024
N -1.68 -0.56 -1.16  -0.029
C -2.73 0.14 -0.92  -0.171
C -3.91 0.20 -1.80  -0.192
C -5.17 -0.08 -1.29  -0.032
C -6.29 -0.02 -2.11  -0.066
C -6.15 0.36 -3.44  -0.071
C -4.90 0.66 -3.95  -0.065
C -3.78 0.56 -3.14  -0.029
C -2.75 0.90 0.36  -0.268
C -3.57 2.01 0.53  0.004
C -3.55 2.66 1.75  -0.032
C -2.74 2.18 2.76  -0.037
C -1.95 1.07 2.50  -0.154
N -1.96 0.44 1.33  0.037
H -0.34 -4.00 -3.36  0.087
H -1.73 -3.14 -3.91  0.113
H -5.28 -0.36 -0.25  0.123
H -7.27 -0.25 -1.71  0.109
H -7.03 0.42 -4.07  0.108
H -4.79 0.95 -4.99  0.108
H -2.80 0.78 -3.54  0.109
H -4.19 2.36 -0.29  0.126
H -4.17 3.54 1.91  0.118
H -2.70 2.66 3.73  0.113
H -1.27 0.68 3.25  0.107
C 4.28 0.38 1.42  -0.231
P 3.28 -0.44 0.15  0.810
C 3.73 -2.20 0.30  -0.244
C 4.06 0.07 -1.43  -0.386
C 3.27 -0.35 -2.67  -0.399
P 1.62 0.45 -2.80  0.813
C 2.01 2.14 -3.38  -0.251
C 0.95 -0.32 -4.30  -0.256
H 5.33 0.07 1.33  0.061
H 3.92 0.12 2.42  0.031
H 4.21 1.46 1.30  0.026
H 4.82 -2.31 0.25  0.060
H 3.27 -2.77 -0.51  0.013
H 3.38 -2.60 1.25  0.042
H 5.07 -0.35 -1.45  0.096
H 4.16 1.16 -1.38  0.059
H 3.09 -1.43 -2.68  0.066
H 3.85 -0.12 -3.57  0.095
H 2.55 2.10 -4.33  0.054
H 2.60 2.67 -2.64  0.015
H 1.08 2.69 -3.52  0.052
H 1.62 -0.13 -5.15  0.055
H -0.03 0.09 -4.52  0.045
H 0.85 -1.39 -4.17  0.020
S 0.23 2.21 0.37  0.649
C 1.81 2.64 0.01  -0.860
N 2.91 2.92 -0.21  0.098
Cl 2.44 -2.70 5.03  0.718
C 1.14 -2.60 3.90  -0.640
C 0.04 -3.43 3.99  -0.057
C -0.96 -3.30 3.04  -0.021
C -0.82 -2.36 2.04  -0.150
N 0.25 -1.56 1.97  -0.017
C 1.21 -1.67 2.88  -0.192
H -0.02 -4.16 4.78  0.120
H -1.84 -3.93 3.07  0.119
H -1.57 -2.22 1.27  0.100
H 2.04 -0.98 2.81  0.066
S 1.87 2.25 6.11  1.031
C 2.18 3.29 4.80  -0.390
C 2.03 2.61 3.63  -0.253
N 1.68 1.29 3.76  -0.021
C 1.56 0.98 5.02  -0.502
H 2.45 4.32 4.94  0.072
H 2.17 3.03 2.65  0.077
H 1.30 -0.01 5.37  0.049

As for the multiplicity: 1. Its HOMO-LUMO gap is 7.6 eV. The total charge is +1.

Record 2
A structure of composition C28H34CuN3P2 at a distorted geometry. Source: the OMol25 dataset; level of theory: ωB97M-V/def2-TZVPD.

Last column: Löwdin charge in e.
CARTESIAN COORDINATES (ANGSTROEM)
Cu 0.00 0.00 0.00  0.113
N 1.71 1.69 0.08  -0.390
P 2.28 0.04 0.00  0.973
C 2.71 0.03 -1.79  -0.356
C 1.92 -0.73 -2.66  -0.105
C 2.18 -0.76 -4.03  -0.069
C 3.25 -0.03 -4.55  -0.072
C 4.05 0.73 -3.70  -0.067
C 3.78 0.76 -2.33  -0.085
C 3.93 0.20 0.78  -0.358
C 4.88 -0.81 0.56  -0.092
C 6.15 -0.75 1.15  -0.067
C 6.49 0.32 1.97  -0.071
C 5.56 1.32 2.21  -0.069
C 4.29 1.26 1.63  -0.088
P 0.04 2.25 0.00  0.987
C 0.34 4.01 0.42  -0.335
C 1.17 4.35 1.50  -0.096
C 1.39 5.69 1.85  -0.071
C 0.77 6.71 1.13  -0.071
C -0.08 6.39 0.07  -0.068
C -0.31 5.05 -0.27  -0.088
C -0.17 2.27 -1.82  -0.344
C 0.69 2.93 -2.70  -0.078
C 0.47 2.90 -4.08  -0.056
C -0.63 2.21 -4.60  -0.063
C -1.50 1.55 -3.74  -0.054
C -1.27 1.58 -2.36  -0.098
H 2.30 2.29 -0.49  0.048
H 1.07 -1.30 -2.28  0.072
H 1.55 -1.35 -4.69  0.110
H 3.45 -0.05 -5.62  0.111
H 4.88 1.30 -4.10  0.111
H 4.42 1.37 -1.69  0.111
H 4.64 -1.67 -0.07  0.111
H 6.87 -1.55 0.96  0.111
H 7.47 0.37 2.42  0.112
H 5.81 2.16 2.86  0.109
H 3.58 2.05 1.86  0.081
H 1.65 3.58 2.09  0.090
H 2.04 5.93 2.68  0.110
H 0.94 7.75 1.40  0.112
H -0.58 7.18 -0.48  0.111
H -0.99 4.84 -1.09  0.107
H 1.55 3.48 -2.33  0.113
H 1.15 3.42 -4.75  0.114
H -0.80 2.19 -5.67  0.113
H -2.35 1.01 -4.14  0.113
H -1.96 1.04 -1.71  0.037
C -4.56 1.43 -0.27  -0.042
C -3.79 1.25 1.05  -0.618
C -3.98 2.52 1.90  -0.043
C -4.36 0.05 1.84  -0.047
N -2.33 1.12 0.83  -0.109
N -1.97 0.00 0.00  -0.095
H -5.61 1.65 -0.08  0.096
H -4.52 0.53 -0.89  0.078
H -4.14 2.26 -0.85  0.086
H -5.05 2.70 2.11  0.093
H -3.59 3.41 1.39  0.085
H -3.47 2.44 2.87  0.086
H -5.41 0.22 2.10  0.094
H -3.81 -0.11 2.77  0.089
H -4.32 -0.88 1.26  0.074
H -1.84 1.09 1.73  0.108
H -2.28 0.14 -0.98  0.062
H -2.28 -0.92 0.39  0.104
H 0.00 -1.66 0.00  0.025

As for the multiplicity: 2. Its HOMO-LUMO gap (alpha / beta) is 7.9 / 7.5 eV. The total charge is +1. The expectation value of S² is 0.76.

Record 3
A structure of composition C28H34GeO7Pt at a distorted geometry. Source: the OMol25 dataset; level of theory: ωB97M-V/def2-TZVPD.

Last column: Löwdin charge in e.
CARTESIAN COORDINATES (ANGSTROEM)
Pt -2.10 2.94 1.17  1.344
C -3.68 3.29 -2.04  -0.093
O -3.52 4.37 -1.10  -0.220
C -2.79 5.49 -1.58  -0.205
C -1.34 5.23 -1.77  -0.193
O -0.77 5.22 -0.46  -0.163
C 0.61 4.99 -0.49  -0.197
C 1.01 4.29 0.80  -0.189
O 0.46 2.95 0.79  -0.254
C 1.09 2.22 1.88  -0.086
H -4.23 3.64 -2.94  0.099
H -4.22 2.52 -1.51  0.080
H -2.73 2.88 -2.33  0.069
H -2.92 6.27 -0.82  0.134
H -3.24 5.91 -2.53  0.139
H -0.89 6.05 -2.37  0.140
H -1.09 4.27 -2.24  0.125
H 1.13 5.94 -0.45  0.133
H 0.86 4.39 -1.32  0.114
H 0.57 4.85 1.65  0.131
H 2.09 4.22 0.90  0.124
H 2.18 2.20 1.73  0.079
H 0.73 1.21 1.90  0.057
H 0.89 2.65 2.91  0.120
O -1.62 0.85 2.04  -0.049
C -2.00 0.38 0.95  -0.661
O -2.43 1.16 0.03  -0.138
C -2.10 -1.09 0.68  -0.153
C -1.07 -1.96 1.44  -0.231
Ge 0.48 -2.64 0.44  1.022
C 2.01 -1.44 0.54  -0.297
C 2.65 -1.17 1.75  -0.108
C 3.76 -0.31 1.78  -0.087
C 4.24 0.20 0.58  -0.107
C 3.61 -0.08 -0.60  -0.089
C 2.48 -0.89 -0.64  -0.099
C 1.16 -4.38 1.08  -0.290
C 2.49 -4.62 0.82  -0.119
C 3.07 -5.90 0.88  -0.063
C 2.26 -6.97 1.29  -0.087
C 0.93 -6.75 1.53  -0.090
C 0.39 -5.46 1.43  -0.116
C 0.00 -2.99 -1.39  -0.268
C -0.08 -4.28 -1.94  -0.070
C -0.62 -4.45 -3.21  -0.079
C -1.05 -3.36 -3.94  -0.096
C -0.88 -2.09 -3.43  -0.087
C -0.40 -1.90 -2.16  -0.141
H -2.15 -1.26 -0.39  0.093
H -3.12 -1.36 1.03  0.138
H -1.61 -2.87 1.81  0.077
H -0.71 -1.47 2.35  0.066
H 2.27 -1.58 2.69  0.114
H 4.29 -0.17 2.71  0.100
H 5.16 0.75 0.63  0.097
H 4.03 0.29 -1.53  0.106
H 1.98 -1.03 -1.61  0.095
H 3.15 -3.81 0.47  0.107
H 4.11 -6.04 0.71  0.090
H 2.71 -7.93 1.46  0.098
H 0.30 -7.51 1.90  0.089
H -0.66 -5.34 1.70  0.101
H 0.26 -5.10 -1.35  0.087
H -0.63 -5.45 -3.62  0.102
H -1.51 -3.48 -4.92  0.104
H -1.18 -1.29 -4.11  0.108
H -0.35 -0.91 -1.75  0.096
O -1.81 4.55 2.50  -0.179
C -2.96 4.43 3.03  -0.555
O -3.77 3.56 2.73  -0.055
H -3.20 5.14 3.85  0.137

As for the multiplicity: 3. Its HOMO-LUMO gap (alpha / beta) is 8.9 / 8.7 eV. The total charge is 0. The expectation value of S² is 2.00.

E list, top to bottom, in eV: -108313.7107, -97267.0964, -103679.4522
Relative energy (zero: lowest compared OMol25 entry of this formula, charge and spin) list, top to bottom, in kcal/mol: 0.0, 0.0, 1.7